{"formula": "C11H31Cl4O12P3", "method": "the ωB97M-V functional and the def2-TZVPD basis", "smiles": "COP(=O)(OC)OC.COP(=O)(OC)OC.COP(=O)(OC)OC.ClCCl.ClCCl", "lumo_ev": 0.166, "spin_multiplicity": 1, "max_force_ev_per_a": 6.4, "gap_ev": 10.870, "total_energy_ev": -114440.1762, "relative_energy_kcal_mol": 46.50, "homo_ha": -0.393, "species": ["C", "O", "P", "O", "O", "C", "O", "C", "H", "H", "H", "H", "H", "H", "H", "H", "H", "C", "O", "P", "O", "O", "C", "O", "C", "H", "H", "H", "H", "H", "H", "H", "H", "H", "C", "O", "P", "O", "O", "C", "O", "C", "H", "H", "H", "H", "H", "H", "H", "H", "H", "Cl", "C", "Cl", "H", "H", "Cl", "C", "Cl", "H", "H"], "xyz": [[15.12, -24.72, -24.79], [14.71, -24.23, -23.58], [15.57, -24.50, -22.24], [16.84, -25.35, -22.31], [14.32, -24.99, -21.26], [13.12, -24.39, -21.37], [15.76, -22.97, -21.66], [16.96, -22.29, -22.05], [15.70, -25.64, -24.90], [15.70, -24.00, -25.36], [14.18, -24.92, -25.31], [13.41, -23.35, -21.26], [12.64, -24.76, -20.47], [12.60, -24.69, -22.28], [16.85, -21.85, -23.04], [17.84, -22.93, -22.03], [17.13, -21.55, -21.26], [4.36, -23.50, -20.29], [5.74, -23.13, -20.47], [6.09, -21.74, -19.70], [5.17, -20.60, -19.75], [6.52, -22.33, -18.22], [6.41, -21.47, -17.06], [7.57, -21.31, -20.32], [8.13, -20.07, -19.96], [3.83, -23.02, -19.47], [4.21, -24.55, -20.01], [3.79, -23.33, -21.20], [7.38, -21.07, -16.79], [6.08, -22.21, -16.33], [5.73, -20.62, -17.10], [8.92, -20.18, -19.22], [7.37, -19.36, -19.66], [8.57, -19.71, -20.89], [-0.91, -28.11, -15.37], [-0.36, -27.98, -14.10], [1.26, -28.14, -13.82], [1.83, -29.51, -14.15], [1.83, -26.82, -14.64], [1.23, -25.55, -14.49], [1.44, -27.70, -12.29], [2.63, -27.88, -11.60], [-1.18, -27.07, -15.60], [-1.78, -28.76, -15.44], [-0.20, -28.53, -16.08], [0.44, -25.37, -15.21], [1.93, -24.72, -14.62], [0.76, -25.51, -13.51], [2.87, -27.02, -10.97], [3.50, -27.95, -12.25], [2.49, -28.78, -11.00], [6.71, -37.90, -19.42], [7.14, -36.22, -19.99], [6.86, -35.05, -18.68], [8.21, -36.24, -20.22], [6.57, -35.92, -20.86], [7.37, -28.75, -19.14], [7.07, -28.24, -17.50], [8.55, -27.98, -16.52], [6.50, -27.31, -17.43], [6.45, -29.05, -17.11]]}